ORCA calculation (ωB97M-V/def2-TZVPD) on an isolated molecule of C5H9F4NO2S at a distorted geometry.

The geometry in ORCA input format:
```
! RIJCOSX wB97M-V def2-TZVPD def2/J DEFGRID3
* xyz 0 1
C 0.6944 -0.2516 1.3260
C 0.0728 -1.0963 -0.9985
C -0.7637 1.1882 -0.2142
C -0.3478 -0.2661 0.1751
C -3.8627 0.7407 -0.0601
N -1.5420 -0.9286 0.6935
O -3.7617 -2.0098 0.1923
O -2.5794 -0.9994 -1.6644
F -3.4209 1.2890 1.0565
F -5.1346 0.5215 0.1564
F -3.7764 1.6163 -1.0560
F -2.0334 -0.5751 1.9769
S -2.9227 -0.9761 -0.3164
H 0.1588 -0.0143 2.3492
H 1.0206 -1.2090 1.2960
H 1.5507 0.3910 0.9821
H -0.4950 -0.8357 -1.8802
H -0.1355 -2.0995 -0.8891
H 1.1899 -1.0450 -0.9421
H -1.7732 1.3275 -0.5821
H -0.6344 2.0446 0.4419
H -0.1682 1.5456 -1.1399
*
```

Properties
* ΔE to the lowest compared entry with this formula, charge and spin: 69.55 kcal per mole
* energy: -32616.778 eV
* structure (SMILES): CC(C)(C)N(F)S(=O)(=O)C(F)(F)F
* gap between HOMO and LUMO: 0.41598 hartree
* LUMO: 0.718 eV